C3H11N3O2 | ωB97M-V with the def2-TZVPD basis set

Relative energy (zero: lowest compared OMol25 entry of this formula, charge and spin) ... 5.158 eV
LUMO energy (alpha / beta) ... 0.8 / 0.8 eV

Each line ends with the natural charge from an NBO analysis.
Positions of all 19 atoms, in Å:
C (0.2806, 0.2168, -1.1950)  -0.69
N (-1.4851, -0.3676, -0.3804)  -0.05
N (-2.4095, -0.1856, -1.3482)  -0.61
N (-1.3900, -1.6341, 0.0364)  -0.63
H (-2.5006, 0.7965, -1.5721)  0.37
H (-2.3009, -0.7687, -2.1814)  0.33
H (-1.3164, -2.3315, -0.7087)  0.31
H (-0.6052, -1.6741, 0.7413)  0.42
H (1.3657, 0.2376, -1.1436)  0.20
H (0.1581, -0.5533, -1.9626)  0.17
H (-0.1140, 1.1808, -1.5123)  0.18
C (2.2155, 0.8794, 1.3279)  -0.72
C (0.8583, 0.2278, 1.3298)  0.83
O (-0.1198, 1.1222, 1.6220)  -0.70
O (0.7053, -0.9877, 1.5102)  -0.65
H (-0.9755, 0.7237, 1.3742)  0.52
H (2.2061, 1.8009, 0.7518)  0.23
H (2.4627, 1.1309, 2.3602)  0.25
H (2.9648, 0.1858, 0.9506)  0.23

Force components x, y, z for each atom (eV/Å):
-1.81 -0.60 -1.62
1.68 1.47 0.90
0.19 -0.13 -0.37
0.31 -1.14 0.56
0.08 -0.16 -0.03
0.08 0.10 0.05
0.11 0.12 0.04
-1.01 -0.12 -0.91
0.19 0.12 1.30
-0.43 0.22 -0.28
0.15 -0.02 -0.17
-0.09 -0.08 -0.50
-0.20 -0.99 2.67
0.43 -0.26 -0.86
0.48 1.62 -0.74
0.00 -0.14 -0.02
0.03 0.00 -0.04
-0.10 -0.05 0.02
-0.08 0.05 -0.01